1.
Density functional theory data (ωB97M-V/def2-TZVPD) for the molecule C5H10N2O.

HOMO-LUMO gap (alpha / beta)	0.2184 / 0.2185	Eh
HOMO energy (alpha / beta)	-5.61 / -5.62	eV

Element x y z (Å)
C: 0.07 0.49 1.95
C: 0.03 -0.60 0.87
N: 2.11 0.43 0.04
C: -0.65 -1.84 1.09
O: 1.35 -0.80 0.29
H: 2.76 0.51 0.83
H: 2.67 0.17 -0.76
H: 0.49 1.42 1.59
H: -0.94 0.66 2.31
H: 0.66 0.09 2.77
H: -1.22 -2.35 0.32
H: -0.15 -2.54 1.74
C: -1.26 0.90 -2.62
C: -1.04 0.49 -1.25
N: -0.94 -0.06 -0.23
H: -2.33 0.90 -2.87
H: -0.88 1.91 -2.75
H: -0.73 0.23 -3.30

***

2.
Density functional theory data (ωB97M-V/def2-TZVPD) for a 2-piece molecular cluster, C5H10N2O overall.

HOMO-LUMO gap	0.2131	Eh
HOMO energy	-7.56	eV

Element x y z (Å)
C: 2.24 0.31 0.16
C: 0.89 1.01 0.28
C: 1.06 2.14 0.98
C: -0.48 -0.68 -0.61
C: -2.09 -1.02 -0.76
H: 2.50 -0.30 -0.82
H: 2.60 -0.54 1.07
H: 3.01 1.06 0.55
H: 1.85 2.41 1.66
H: 0.23 2.95 1.02
H: -1.14 0.80 0.40
H: 0.27 -2.47 -1.44
H: -2.26 -2.12 -0.41
H: -2.30 -1.10 -1.81
H: -3.82 -1.21 0.78
N: -0.19 0.47 0.04
N: 0.52 -1.46 -1.08
O: -2.91 -0.24 0.00

***

3.
Density functional theory data (ωB97M-V/def2-TZVPD) for a 2-piece molecular cluster, C5H10N2O overall.

HOMO-LUMO gap	0.3252	Eh
HOMO energy	-8.47	eV

Element x y z (Å)
C: 0.83 -0.97 -0.67
C: -2.40 0.04 -0.36
C: 1.05 -1.95 0.45
C: -0.29 1.14 0.38
C: -0.95 0.05 -0.08
O: -0.79 2.38 0.64
N: 1.07 1.00 0.25
N: 1.78 2.04 0.25
H: -0.02 2.98 0.70
H: 2.76 1.77 0.07
H: 0.24 -1.34 -1.49
H: 1.76 -0.62 -1.11
H: -2.68 -0.83 -0.95
H: -2.77 0.94 -0.86
H: -2.94 -0.05 0.59
H: 1.78 -2.70 0.14
H: 0.12 -2.43 0.74
H: 1.45 -1.45 1.33

***

Of them, 3 has the highest stability.

***

1.
Density functional theory data (ωB97M-V/def2-TZVPD) for the molecule C6H9N.

HOMO-LUMO gap (alpha / beta)	0.2730 / 0.2713	Eh
HOMO energy (alpha / beta)	-7.56 / -7.58	eV

Element x y z (Å)
C: 1.14 0.09 -0.34
C: -1.00 -0.07 -0.36
C: 0.15 -0.98 -0.30
C: -0.02 1.13 -0.59
C: -2.31 -0.01 0.30
C: 2.46 0.36 0.30
N: 0.39 -2.25 -0.08
H: -0.25 1.86 0.27
H: -0.03 1.66 -1.48
H: -3.05 -0.55 -0.34
H: -2.74 0.98 0.22
H: -2.51 -0.50 1.15
H: 3.03 -0.26 -0.34
H: 2.60 1.43 0.28
H: 2.58 -0.01 1.30
H: -0.43 -2.87 0.01

***

2.
Density functional theory data (ωB97M-V/def2-TZVPD) for the molecule C6H9N.

SMILES string	[H]/N=C(\C)C=C=CC
HOMO-LUMO gap	0.3295	Eh
HOMO energy	-8.13	eV

Element x y z (Å)
H: 0.96 -2.21 0.41
N: 0.46 -1.32 0.38
C: 1.27 -0.37 0.10
C: 2.72 -0.57 -0.26
C: 0.74 1.00 -0.07
C: -0.56 0.99 0.05
C: -1.75 0.80 0.52
C: -2.95 0.10 -0.04
H: 2.80 -0.76 -1.33
H: 3.32 0.31 -0.02
H: 3.10 -1.44 0.28
H: 1.34 1.84 -0.40
H: -1.65 1.84 0.93
H: -3.34 -0.68 0.62
H: -3.75 0.84 -0.17
H: -2.72 -0.36 -1.00

***

3.
Density functional theory data (ωB97M-V/def2-TZVPD) for C6H9N as an isolated structure.

HOMO-LUMO gap (alpha / beta)	0.2259 / 0.2260	Eh
HOMO energy (alpha / beta)	-6.96 / -6.97	eV

Element x y z (Å)
C: -1.37 1.64 -0.31
C: -0.14 0.85 -0.05
C: 0.00 -0.59 0.15
C: -1.05 -1.45 0.15
C: 1.45 -0.90 0.20
C: 2.05 0.28 -0.05
N: 1.09 1.32 -0.22
H: -2.27 1.08 -0.08
H: -1.52 1.98 -1.33
H: -1.44 2.54 0.30
H: -0.94 -2.46 -0.21
H: -2.09 -1.19 0.36
H: 0.65 -3.27 0.79
H: 1.18 -2.70 0.62
H: 3.10 0.56 -0.04
H: 1.30 2.31 -0.26

***

Of them, 2 has the highest stability.

***

1.
Density functional theory data (ωB97M-V/def2-TZVPD) for the molecule C2H2O2.

SMILES string	O=CC=O
HOMO-LUMO gap	0.3685	Eh
HOMO energy	-10.27	eV

Element x y z (Å)
O: -1.53 0.26 -0.51
C: -0.63 -0.30 0.09
C: 0.71 0.19 0.25
O: 1.67 0.13 -0.49
H: -0.72 -1.09 0.76
H: 0.86 0.50 1.31

***

2.
Density functional theory data (ωB97M-V/def2-TZVPD) for the molecule C2H2O2.

SMILES string	O=C1CO1
HOMO-LUMO gap	0.4226	Eh
HOMO energy	-10.68	eV

Element x y z (Å)
O: 0.58 -1.81 0.32
C: 0.23 -0.77 -0.04
C: -0.08 0.57 0.20
O: -0.41 -0.20 -1.01
H: 0.75 1.25 0.11
H: -1.07 0.96 0.42

***

3.
Density functional theory data (ωB97M-V/def2-TZVPD) for the molecule C2H2O2.

HOMO-LUMO gap	0.3477	Eh
HOMO energy	-9.54	eV

Element x y z (Å)
O: 1.49 -0.68 -0.70
C: 0.83 -0.07 0.07
C: -0.90 0.35 -0.23
O: -0.54 -0.61 0.53
H: 1.11 0.69 0.80
H: -1.99 0.32 -0.46

***

4.
Density functional theory data (ωB97M-V/def2-TZVPD) for a 2-piece molecular cluster, C2H2O2 overall.

HOMO-LUMO gap (alpha / beta)	0.2604 / 0.3395	Eh
HOMO energy (alpha / beta)	-7.38 / -8.68	eV

Element x y z (Å)
C: -1.50 -0.27 0.10
C: 1.99 0.22 -0.08
O: -2.52 0.08 -0.37
O: 0.95 -0.29 0.18
H: -1.09 -1.06 0.65
H: 2.17 1.32 -0.47

***

Of them, 1 has the highest stability.

***

1.
Density functional theory data (ωB97M-V/def2-TZVPD) for a 2-piece molecular cluster, C5H11NO overall.

HOMO-LUMO gap (alpha / beta)	0.3014 / 0.3015	Eh
HOMO energy (alpha / beta)	-7.42 / -7.42	eV

Element x y z (Å)
C: -2.06 0.74 -1.65
C: -1.08 -1.00 1.08
N: -0.12 -0.18 0.80
C: 0.56 1.00 1.34
C: 0.90 0.29 0.09
C: 2.10 -0.42 -0.43
O: 2.94 -0.98 0.58
H: -2.67 1.11 -0.81
H: -2.42 -0.25 -1.95
H: -2.16 1.43 -2.49
H: -1.78 -0.75 1.87
H: -1.22 -1.87 0.44
H: 0.00 1.94 1.29
H: 1.08 0.81 2.28
H: -1.01 0.69 -1.35
H: 1.78 -1.19 -1.15
H: 2.73 0.28 -0.98
H: 2.43 -1.65 1.05

***

2.
Density functional theory data (ωB97M-V/def2-TZVPD) for a 2-piece molecular cluster, C5H11NO overall.

SMILES string	C=C(N)/C=C/C.O
HOMO-LUMO gap	0.3167	Eh
HOMO energy	-7.85	eV

Element x y z (Å)
C: -1.23 0.52 -2.61
C: -1.41 0.34 -1.30
N: -2.51 0.78 -0.60
C: -0.34 -0.29 -0.48
C: 0.13 -1.51 -0.73
C: 1.23 -2.14 0.06
H: -1.89 1.15 -3.21
H: -0.34 0.22 -3.14
H: -2.55 0.47 0.35
H: -3.21 1.38 -0.98
H: 0.09 0.32 0.31
H: -0.32 -2.15 -1.47
H: 0.86 -2.97 0.65
H: 1.77 -1.46 0.71
H: 1.92 -2.60 -0.65
O: 3.21 1.80 4.12
H: 3.29 2.60 4.65
H: 2.31 1.49 4.32

***

Of them, 2 has the highest stability.

***

1.
Density functional theory data (ωB97M-V/def2-TZVPD) for a 2-piece molecular cluster, C5H11NO overall.

HOMO-LUMO gap	0.4196	Eh
HOMO energy	-10.75	eV

Element x y z (Å)
C: 2.83 3.28 -0.44
C: -0.57 -0.20 1.42
C: -1.24 -0.09 -1.12
C: 0.15 -1.82 -0.13
C: -0.18 -0.39 0.05
N: 1.90 3.01 0.22
O: 0.96 0.47 -0.19
H: 0.83 0.75 -1.06
H: -1.52 -0.72 1.66
H: 0.28 -0.70 2.00
H: -0.70 0.97 1.55
H: -1.59 0.99 -0.97
H: -2.09 -0.86 -0.96
H: -0.67 -0.34 -2.05
H: 0.29 -2.23 -1.14
H: 0.96 -2.28 0.44
H: -0.60 -2.62 0.22
H: 0.96 2.80 0.50

***

2.
Density functional theory data (ωB97M-V/def2-TZVPD) for the molecule C5H11NO.

SMILES string	CC(C)/C=[N+](/C)[O-]
HOMO-LUMO gap	0.3505	Eh
HOMO energy	-8.57	eV

Element x y z (Å)
C: -0.78 -1.38 1.14
C: 0.56 -0.74 0.83
C: 1.78 -1.52 0.40
C: 0.01 0.29 -0.60
N: -0.74 1.29 -0.34
C: -0.99 2.24 -1.41
O: -1.31 1.61 0.72
H: -1.42 -0.65 1.65
H: -0.67 -2.20 1.77
H: -1.29 -1.75 0.10
H: 0.94 0.09 1.36
H: 1.63 -2.35 -0.23
H: 2.46 -0.84 -0.06
H: 2.35 -1.83 1.34
H: 0.48 -0.04 -1.59
H: -1.22 1.94 -2.41
H: -0.13 2.91 -1.58
H: -1.65 2.93 -1.09

***

3.
Density functional theory data (ωB97M-V/def2-TZVPD) for the molecule C5H11NO.

SMILES string	[H]/N=C(\C)OC(C)C
HOMO-LUMO gap	0.3976	Eh
HOMO energy	-9.80	eV

Element x y z (Å)
H: -0.02 0.65 2.38
N: 0.03 0.22 1.46
C: -0.65 0.88 0.62
C: -1.42 2.15 0.96
O: -0.68 0.45 -0.66
C: 0.17 -0.71 -1.03
C: 1.67 -0.38 -1.12
C: -0.03 -1.99 -0.22
H: -1.32 2.95 0.22
H: -1.03 2.53 1.91
H: -2.49 1.98 1.12
H: -0.22 -0.90 -2.03
H: 2.14 -0.84 -2.00
H: 1.79 0.70 -1.20
H: 2.23 -0.73 -0.24
H: 0.33 -2.78 -0.88
H: -1.08 -2.17 0.02
H: 0.56 -2.01 0.70

***

4.
Density functional theory data (ωB97M-V/def2-TZVPD) for the molecule C5H11NO.

SMILES string	C=C[C@](C)(O)NC
HOMO-LUMO gap	0.3697	Eh
HOMO energy	-9.09	eV

Element x y z (Å)
C: -0.51 -2.27 1.04
C: 0.37 -1.29 0.93
C: 0.36 -0.18 -0.10
C: -0.65 -0.40 -1.23
O: 1.63 -0.10 -0.72
N: 0.16 1.06 0.66
C: 0.06 2.27 -0.12
H: -1.35 -2.38 0.37
H: -0.42 -3.01 1.81
H: 1.19 -1.21 1.62
H: -0.50 0.35 -2.00
H: -0.48 -1.38 -1.67
H: -1.66 -0.34 -0.85
H: 2.27 0.15 -0.04
H: -0.65 0.95 1.27
H: -0.89 2.38 -0.66
H: 0.17 3.12 0.55
H: 0.88 2.29 -0.84

***

Of them, 3 has the highest stability.